1.
44
Properties=species:S:1:pos:R:3 method="wB97M-V/def2-TZVPD" e_homo_ev=-14.347 homo_lumo_gap_ha=0.4413 lumo_energy_ev=-2.34 spin_multiplicity=1 smiles="CCCCO[N@@H+](CCCCS(=O)(=O)O)C[C@@H](O)C(F)(F)F" energy_ev=-42487.7993 charge=+1 de_lowest_ev=0.000
C -2.698 3.457 -0.285
C -1.451 4.057 0.378
C -0.212 3.156 0.317
C -0.528 1.730 0.724
O 0.756 1.087 0.981
N 0.690 -0.322 0.956
C 2.092 -0.769 0.633
C 2.366 -0.533 -0.842
C 1.782 -1.641 -1.730
C 1.342 -1.097 -3.092
S -0.370 -0.604 -3.027
O -0.664 0.303 -4.078
O -0.701 -0.232 -1.661
O -1.048 -2.013 -3.293
C 0.154 -0.784 2.272
C 0.155 -2.294 2.561
O -0.423 -2.509 3.813
C -0.527 -3.119 1.447
F -1.214 -4.109 1.906
F 0.382 -3.591 0.584
F -1.366 -2.347 0.712
H -3.384 4.242 -0.606
H -3.240 2.794 0.396
H -2.438 2.880 -1.179
H -1.203 5.003 -0.110
H -1.659 4.295 1.427
H 0.221 3.161 -0.689
H 0.559 3.535 0.998
H -1.035 1.183 -0.074
H -1.131 1.704 1.639
H 0.055 -0.581 0.180
H 2.731 -0.168 1.282
H 2.171 -1.824 0.894
H 1.907 0.428 -1.099
H 3.440 -0.416 -1.002
H 2.465 -2.486 -1.839
H 0.891 -2.038 -1.241
H 1.461 -1.818 -3.901
H 1.844 -0.165 -3.372
H -1.916 -2.062 -2.850
H -0.870 -0.409 2.334
H 0.756 -0.274 3.026
H 1.179 -2.669 2.645
H -1.319 -2.142 3.864

2.
41
Properties=species:S:1:pos:R:3 method="wB97M-V/def2-TZVPD" e_homo_ev="-14.670 / -14.685" homo_lumo_gap_ha="0.2838 / 0.3005" lumo_energy_ev="-6.95 / -6.51" spin_multiplicity=3 s2=2.004 energy_ev=-58101.5450 charge=+2
Pr 0.257 -0.382 1.276
P 0.574 2.555 1.302
C -1.114 2.432 0.501
C -1.216 1.647 -0.801
N -0.491 0.497 -0.891
C -0.497 -0.178 -2.072
C -1.293 0.221 -3.134
C -2.152 1.313 -2.994
C -2.092 2.025 -1.802
C 0.483 -1.314 -2.270
P 1.105 -2.180 -0.758
H -2.676 2.924 -1.602
H -1.206 -0.367 -4.043
H -2.845 1.589 -3.792
H 0.053 -2.076 -2.928
H 1.396 -0.919 -2.752
H -1.820 2.003 1.254
H -1.395 3.470 0.295
H -1.583 -2.251 3.056
O -1.575 -1.346 2.672
H -2.488 -0.985 2.649
H 0.960 -3.362 2.998
O 0.017 -3.504 2.810
H -0.145 -4.451 3.020
C -0.139 -3.513 -0.511
H -0.075 -4.215 -1.350
H 0.066 -4.034 0.435
H -1.167 -3.110 -0.474
C 2.613 -3.025 -1.353
H 3.145 -3.474 -0.500
H 2.383 -3.811 -2.083
H 3.289 -2.294 -1.833
C 1.359 3.893 0.327
H 0.818 4.843 0.423
H 2.387 4.043 0.694
H 1.408 3.622 -0.740
C 0.218 3.438 2.875
H 1.155 3.501 3.443
H -0.150 4.459 2.695
H -0.519 2.890 3.484
I 2.950 -0.572 2.475

3.
41
Properties=species:S:1:pos:R:3 method="wB97M-V/def2-TZVPD" e_homo_ev=-8.730 homo_lumo_gap_ha=0.3320 lumo_energy_ev=0.30 spin_multiplicity=1 smiles="CSCC[C@H](NC(=O)[C@@H](N)CCCCN)C(=O)O" energy_ev=-33224.2197 de_lowest_ev=5.307
C -0.518 3.571 0.799
S 0.236 1.819 0.458
C 1.834 2.004 -0.614
C 2.032 0.831 -1.578
C 2.246 -0.469 -0.743
N 1.240 -1.022 0.182
C 0.362 -1.816 -0.384
O 0.354 -2.258 -1.509
C -0.803 -2.277 0.616
N -0.765 -1.545 1.852
C -2.232 -2.387 -0.155
C -2.817 -1.010 -0.391
C -3.330 -0.094 0.630
C -3.498 1.231 -0.151
N -4.706 1.005 -1.059
C 3.572 -0.270 0.112
O 4.564 0.244 -0.392
O 3.438 -0.833 1.297
H -1.444 3.548 1.309
H -0.519 4.018 -0.284
H 0.197 3.988 1.647
H 2.746 2.194 0.152
H 1.670 2.941 -1.190
H 1.222 0.834 -2.425
H 2.996 1.153 -1.961
H 2.657 -1.204 -1.517
H 1.151 -0.707 1.222
H -0.590 -3.289 0.962
H -0.634 -0.411 1.669
H -1.776 -1.703 2.461
H -2.814 -3.042 0.462
H -2.118 -2.864 -1.144
H -2.040 -0.518 -0.964
H -3.712 -0.976 -1.159
H -4.228 -0.585 1.025
H -2.451 -0.105 1.331
H -2.583 1.470 -0.838
H -3.522 2.132 0.606
H -5.332 0.373 -0.371
H -5.202 2.018 -1.093
H 4.229 -0.545 1.941

4.
43
Properties=species:S:1:pos:R:3 method="wB97M-V/def2-TZVPD" e_homo_ev=-8.829 homo_lumo_gap_ha=0.3444 lumo_energy_ev=0.54 spin_multiplicity=1 smiles="[H]/N=C(/N)NCCC[C@H](NC(=O)[C@@H](N)CCSC)C(=O)O" energy_ev=-36209.9430 de_lowest_ev=0.000
H 2.790 2.767 -3.499
N 2.602 3.633 -3.983
C 1.697 4.304 -3.388
N 1.196 5.472 -3.970
N 1.109 4.057 -2.139
C 1.308 2.780 -1.480
C 0.563 1.622 -2.161
C 0.947 0.223 -1.645
C 0.604 -0.092 -0.170
N -0.795 0.147 0.116
C -1.572 -0.473 1.055
O -2.678 -0.032 1.338
C -1.017 -1.754 1.706
N 0.209 -1.428 2.432
C -2.113 -2.413 2.540
C -1.653 -3.652 3.321
S -0.810 -4.942 2.353
C -2.103 -5.395 1.180
C 1.557 0.639 0.779
O 2.751 0.511 0.715
O 0.956 1.474 1.638
H 1.745 5.714 -4.792
H 1.155 6.257 -3.363
H 0.179 4.411 -2.089
H 2.368 2.585 -1.430
H 0.944 2.901 -0.423
H -0.521 1.751 -2.103
H 0.793 1.618 -3.222
H 2.043 0.060 -1.750
H 0.411 -0.541 -2.266
H 0.834 -1.149 -0.032
H -1.175 1.024 -0.178
H -0.725 -2.429 0.899
H -0.005 -0.941 3.294
H 0.664 -2.279 2.699
H -2.506 -1.708 3.249
H -2.934 -2.661 1.875
H -0.937 -3.374 4.071
H -2.496 -4.116 3.828
H -3.006 -5.681 1.749
H -1.727 -6.222 0.609
H -2.338 -4.550 0.485
H 1.686 1.885 2.156

5.
43
Properties=species:S:1:pos:R:3 method="wB97M-V/def2-TZVPD" e_homo_ev=-8.436 homo_lumo_gap_ha=0.3279 lumo_energy_ev=0.48 spin_multiplicity=1 energy_ev=-36209.6470 de_lowest_ev=0.296
H -2.474 2.402 -1.392
N -2.191 1.445 -1.117
C -3.201 0.864 -0.530
N -4.550 1.303 -0.463
N -3.069 -0.454 -0.038
C -1.851 -1.158 -0.348
C -1.728 -2.408 0.512
C -0.460 -3.267 0.158
C 0.730 -2.372 -0.139
N 2.006 -2.996 -0.520
C 1.057 -1.467 1.076
O 0.948 -1.879 2.209
N 1.563 -0.211 0.794
C 2.055 0.289 -0.461
C 1.645 1.760 -0.674
C 2.003 2.738 0.464
S 1.218 4.345 0.357
C -0.461 3.903 0.950
C 3.574 0.129 -0.593
O 4.333 1.041 -0.769
O 4.043 -1.142 -0.598
H -5.046 0.872 0.330
H -4.582 2.301 -0.434
H -3.899 -1.014 -0.146
H -1.031 -0.421 -0.159
H -1.798 -1.476 -1.381
H -1.555 -2.105 1.564
H -2.642 -3.032 0.497
H -0.665 -3.860 -0.740
H -0.231 -3.900 0.996
H 0.539 -1.741 -0.999
H 1.932 -3.498 -1.425
H 2.150 -3.770 0.161
H 1.756 0.325 1.621
H 1.586 -0.278 -1.250
H 2.103 2.151 -1.579
H 0.561 1.735 -0.785
H 3.077 2.935 0.453
H 1.718 2.297 1.448
H -1.041 4.810 1.117
H -0.997 3.174 0.278
H -0.430 3.438 1.987
H 3.306 -1.808 -0.429

6.
41
Properties=species:S:1:pos:R:3 method="wB97M-V/def2-TZVPD" e_homo_ev="-14.791 / -15.437" homo_lumo_gap_ha="0.3120 / 0.2236" lumo_energy_ev="-6.30 / -9.35" spin_multiplicity=3 s2=2.010 energy_ev=-62122.6073 charge=+2 de_lowest_ev=0.484
Pd -1.533 1.366 -2.888
C -1.030 -1.677 -1.244
C -0.046 -1.959 -2.376
S 0.326 -0.392 -3.175
C 1.671 0.217 -2.191
C 1.914 1.672 -2.569
S 0.400 2.738 -2.514
C 0.416 2.966 -0.713
C -0.939 3.355 -0.129
S -2.188 2.216 -0.789
C -2.194 0.898 0.469
C -2.994 -0.257 -0.117
S -2.467 -0.733 -1.773
H -0.475 -1.236 -0.417
H -1.455 -2.614 -0.907
H -0.448 -2.683 -3.121
H 0.876 -2.408 -1.992
H 2.539 -0.398 -2.422
H 1.421 0.051 -1.147
H 2.329 1.737 -3.602
H 2.660 2.143 -1.920
H 1.159 3.722 -0.528
H 0.742 2.006 -0.262
H -1.267 4.367 -0.399
H -0.975 3.217 0.928
H -2.709 1.341 1.351
H -1.183 0.602 0.688
H -4.027 -0.054 -0.245
H -2.807 -1.123 0.477
C 1.678 -1.551 3.969
N 1.048 -1.446 2.696
C 0.323 -2.599 2.216
C 1.036 -0.360 1.962
O 0.509 -0.232 0.853
H 2.554 -2.156 3.927
H 1.063 -2.041 4.731
H 1.979 -0.559 4.365
H -0.512 -2.251 1.644
H 0.065 -3.202 3.103
H 1.013 -3.208 1.650
H 1.527 0.527 2.415

7.
42
Properties=species:S:1:pos:R:3 method="wB97M-V/def2-TZVPD" e_homo_ev=-16.213 homo_lumo_gap_ha=0.2037 lumo_energy_ev=-10.67 spin_multiplicity=1 energy_ev=-36060.3896 charge=+2
N -0.915 -0.314 -2.218
C -0.689 -0.411 -3.481
O 0.074 0.216 -4.290
Au -2.487 -0.335 -3.813
Nb -1.167 0.108 -0.284
N -0.211 1.778 0.053
N -0.199 -1.292 0.632
C 0.912 2.313 -0.715
C -0.484 -2.704 1.031
C 1.718 1.172 -1.304
C 1.819 3.173 0.161
C 0.337 3.148 -1.854
C 0.800 -3.555 1.073
C -1.109 -2.678 2.428
C -1.463 -3.304 0.051
H 2.202 0.587 -0.520
H 2.487 1.607 -1.947
H 1.130 0.488 -1.922
H 1.324 4.078 0.536
H 2.685 3.456 -0.455
H 2.191 2.614 1.027
H -0.379 2.562 -2.445
H 1.160 3.483 -2.502
H -0.218 4.009 -1.470
H 1.389 -3.454 0.146
H 0.496 -4.604 1.211
H 1.457 -3.261 1.895
H -0.410 -2.370 3.209
H -1.419 -3.704 2.629
H -1.961 -1.988 2.464
H -2.421 -2.785 0.105
H -1.594 -4.346 0.343
H -1.126 -3.241 -0.989
C 0.795 -0.643 1.546
H 0.705 0.439 1.460
H 0.520 -1.027 2.537
H 1.815 -0.916 1.239
C -0.966 2.748 0.857
H -1.110 3.657 0.246
H -1.915 2.308 1.207
H -0.407 2.981 1.768
Cl -3.368 0.005 0.356

8.
47
Properties=species:S:1:pos:R:3 method="wB97M-V/def2-TZVPD" e_homo_ev=-4.234 homo_lumo_gap_ha=0.2191 lumo_energy_ev=1.73 spin_multiplicity=1 energy_ev=-31955.0508 charge=-1
C -2.500 2.134 2.238
C -1.628 2.903 1.257
O -0.374 2.276 1.020
B 0.341 1.907 2.178
O 0.669 0.541 2.241
B 0.839 2.952 3.446
O 0.469 2.285 4.767
C 0.572 3.370 5.644
C -0.241 4.435 4.903
O 0.211 5.800 5.368
C -0.716 6.563 5.811
N -1.532 7.297 6.167
O 0.063 4.281 3.601
H -2.544 1.073 1.981
H -2.172 2.277 3.271
H -3.523 2.529 2.178
H -2.141 2.948 0.289
H -1.471 3.928 1.611
H -0.012 0.050 2.711
H 2.063 3.143 3.453
H 1.615 3.733 5.620
H 0.227 3.109 6.647
H -1.321 4.336 5.085
C -1.346 -2.155 0.319
O -1.608 -1.426 1.257
N -0.839 -1.705 -0.842
C -0.520 -2.577 -1.953
C -0.604 -0.271 -0.953
H -1.485 -3.251 0.347
H 0.537 -2.511 -2.201
H -1.105 -2.292 -2.832
H -0.749 -3.609 -1.700
H 0.080 0.069 -0.175
H -1.535 0.281 -0.821
H -0.189 -0.058 -1.937
C 1.323 -5.109 -4.564
O 1.067 -4.439 -3.584
N 1.818 -4.605 -5.714
C 2.110 -5.438 -6.859
C 2.060 -3.174 -5.788
H 1.171 -6.201 -4.596
H 3.168 -5.377 -7.123
H 1.518 -5.129 -7.724
H 1.869 -6.474 -6.626
H 2.774 -2.868 -5.023
H 1.135 -2.622 -5.621
H 2.455 -2.931 -6.771

9.
46
Properties=species:S:1:pos:R:3 method="wB97M-V/def2-TZVPD" e_homo_ev="-16.309 / -15.387" homo_lumo_gap_ha="0.2725 / 0.1396" lumo_energy_ev="-8.89 / -11.59" spin_multiplicity=2 s2=0.780 energy_ev=-35575.6851 charge=+2
N 0.819 -1.191 -1.227
C 1.509 -2.117 -1.697
O 1.802 -3.251 -1.875
Hg -0.397 -3.592 0.319
Ta -0.031 0.083 -0.036
N -2.032 0.014 -0.086
N 0.688 1.805 -0.778
C -3.101 -0.304 -0.972
C 1.190 2.064 -2.114
C -4.360 -0.739 -0.227
C -3.396 0.935 -1.811
C -2.668 -1.441 -1.909
C 2.612 1.533 -2.198
C 1.167 3.560 -2.402
C 0.305 1.351 -3.143
H -4.148 -1.589 0.443
H -5.122 -1.058 -0.930
H -4.794 0.077 0.372
H -3.649 1.804 -1.168
H -4.225 0.759 -2.485
H -2.527 1.220 -2.415
H -1.723 -1.217 -2.401
H -3.417 -1.605 -2.656
H -2.535 -2.373 -1.332
H 3.238 1.961 -1.396
H 3.064 1.790 -3.149
H 2.631 0.447 -2.084
H 1.860 4.135 -1.765
H 0.154 3.982 -2.281
H 1.466 3.744 -3.428
H 0.719 1.496 -4.126
H -0.699 1.779 -3.118
H 0.264 0.278 -2.933
C -2.343 0.841 1.120
H -1.413 1.136 1.720
H -2.868 1.767 0.813
H -3.012 0.309 1.833
C 0.917 2.761 0.286
H 0.612 2.380 1.312
H 1.995 3.032 0.339
H 0.347 3.688 0.111
F 0.859 -0.767 1.365
B 1.800 -1.756 2.859
F 0.767 -1.512 3.697
F 1.835 -2.893 2.167
F 2.832 -0.884 2.783

10.
38
Properties=species:S:1:pos:R:3 method="wB97M-V/def2-TZVPD" e_homo_ev=-13.195 homo_lumo_gap_ha=0.3624 lumo_energy_ev=-3.33 spin_multiplicity=1 smiles="CCC(CC)(CCNC)CC1=[NH+]B1C" energy_ev=-15443.8633 charge=+1 de_lowest_ev=0.159
C 2.558 0.053 1.924
C 1.719 1.037 1.030
C 1.015 0.256 -0.099
C 2.062 -0.295 -1.071
C 2.605 0.822 -2.038
C -0.054 1.099 -0.810
C -0.921 0.504 -1.944
N -2.285 0.156 -1.444
C -3.038 -0.753 -2.360
C 0.290 -1.136 0.426
C -0.757 -0.921 1.394
N -1.929 -0.531 1.077
B -1.828 -0.740 2.508
C -2.201 -0.568 3.995
H 3.353 0.717 2.326
H 3.058 -0.843 1.458
H 1.871 -0.290 2.673
H 2.552 1.725 0.787
H 1.011 1.613 1.722
H 3.061 -0.713 -0.691
H 1.581 -1.123 -1.686
H 3.163 1.628 -1.565
H 3.492 0.406 -2.572
H 1.889 1.087 -2.819
H -0.719 1.494 -0.153
H 0.495 1.956 -1.175
H -0.950 1.373 -2.741
H -0.495 -0.436 -2.387
H -2.843 0.960 -1.404
H -4.059 -0.707 -2.152
H -2.795 -0.453 -3.343
H -2.470 -1.844 -2.225
H -0.315 -1.613 -0.422
H 0.950 -1.926 0.662
H -2.170 -0.266 0.056
H -3.330 -0.915 4.246
H -2.132 0.421 4.303
H -1.433 -1.234 4.515

11.
42
Properties=species:S:1:pos:R:3 method="wB97M-V/def2-TZVPD" e_homo_ev="-13.622 / -13.394" homo_lumo_gap_ha="0.1718 / 0.1584" lumo_energy_ev="-8.95 / -9.08" spin_multiplicity=2 s2=0.761 energy_ev=-57527.1187 charge=+2
C -2.743 -1.313 -1.485
C -1.916 -1.296 -0.242
H -3.649 -1.933 -1.443
H -2.158 -1.696 -2.331
H -3.086 -0.303 -1.743
O -2.124 -1.874 0.792
I 2.910 1.458 -0.876
Ce 0.061 0.397 -0.870
P -1.422 2.090 0.624
C -1.482 2.257 2.400
C -0.719 3.543 -0.258
H -1.464 4.348 -0.287
H -3.590 2.922 0.387
H -0.446 3.337 -1.311
H -3.219 1.970 -1.034
H -0.472 2.379 2.821
H 0.197 3.891 0.236
C -3.105 2.020 0.044
H -2.104 3.140 2.606
H -3.635 1.167 0.451
H -1.945 1.354 2.829
P 1.310 -1.982 -1.183
C 2.159 -2.878 0.124
C 0.386 -3.183 -2.165
H 2.272 -0.618 -2.955
H 3.024 -2.224 -3.010
H 3.497 -1.016 -1.783
C 2.650 -1.446 -2.338
H -0.093 -2.709 -3.028
H 1.050 -3.967 -2.532
H 2.773 -3.687 -0.284
H 1.428 -3.304 0.818
H -0.411 -3.635 -1.572
H 2.807 -2.209 0.704
C 0.052 -0.763 1.488
O 0.114 -1.291 2.512
C 2.405 0.840 2.506
C 1.738 1.510 1.334
O 1.199 2.573 1.613
H 2.768 -0.168 2.293
H 1.703 0.799 3.378
H 3.281 1.500 2.774